C5H14BrNO | ωB97M-V with the def2-TZVPD basis set

Multiplicity: 2
E_tot: -2902.58357 a.u.
LUMO level (alpha / beta): -0.0960 / -0.2630 Eh
⟨S²⟩: 0.752
Gap between HOMO and LUMO (alpha / beta): 11.75 / 7.18 eV
Net charge: +1

Each line ends with the natural charge from an NBO analysis.
CARTESIAN COORDINATES (ANGSTROEM)
Br 1.74 -3.46 -1.90  0.03
C -1.18 -0.53 -0.87  -0.42
N -0.57 0.22 0.30  -0.22
C -1.52 1.35 0.67  -0.42
C -0.48 -0.74 1.56  -0.38
C 0.72 1.04 -0.09  -0.21
C 1.85 0.31 -0.86  -0.09
O 2.25 -0.72 -0.02  -0.74
H -1.01 0.00 -1.81  0.24
H -2.23 -0.59 -0.59  0.23
H -0.84 -1.55 -1.01  0.24
H -1.95 1.99 -0.10  0.25
H -1.00 2.04 1.34  0.24
H -2.37 0.87 1.15  0.22
H -1.46 -1.14 1.83  0.24
H 0.11 -0.15 2.26  0.24
H 0.20 -1.52 1.21  0.24
H 1.13 1.44 0.84  0.23
H 0.31 1.85 -0.71  0.22
H 2.77 0.88 -1.03  0.23
H 1.45 -0.01 -1.82  0.17
H 2.08 -1.60 -0.35  0.49


C5H14BrNOTi | ωB97M-V with the def2-TZVPD basis set

Multiplicity: 4
E_tot: -3752.01274 a.u.
LUMO level (alpha / beta): -0.1069 / -0.1001 Eh
⟨S²⟩: 3.752
Gap between HOMO and LUMO (alpha / beta): 6.82 / 8.94 eV
Net charge: +1

Each line ends with the natural charge from an NBO analysis.
CARTESIAN COORDINATES (ANGSTROEM)
Ti 18.14 6.53 29.99  0.85
Br 15.41 5.67 29.97  -0.85
C 9.42 4.20 30.76  -0.40
N 10.81 4.29 30.09  -0.22
C 11.13 5.75 29.64  -0.41
C 11.95 4.19 31.12  -0.43
C 10.84 3.38 28.75  -0.20
C 10.68 1.86 29.11  -0.09
O 11.96 1.47 29.54  -0.71
H 9.26 3.23 31.23  0.24
H 8.77 4.40 29.91  0.22
H 9.36 4.99 31.52  0.23
H 12.14 6.01 29.33  0.27
H 10.79 6.41 30.44  0.22
H 10.45 5.79 28.80  0.20
H 11.86 4.91 31.94  0.23
H 12.91 4.14 30.61  0.27
H 11.93 3.22 31.62  0.23
H 11.70 3.57 28.10  0.25
H 9.96 3.66 28.18  0.21
H 10.27 1.31 28.27  0.20
H 9.89 1.73 29.86  0.18
H 12.21 0.69 29.03  0.49


C5H14Cl3O5V | ωB97M-V with the def2-TZVPD basis set

Multiplicity: 4
E_tot: -2899.89970 a.u.
LUMO level (alpha / beta): 0.1060 / 0.1059 Eh
⟨S²⟩: 3.755
Gap between HOMO and LUMO (alpha / beta): 6.96 / 8.01 eV
Net charge: -1

Each line ends with the natural charge from an NBO analysis.
CARTESIAN COORDINATES (ANGSTROEM)
V 29.11 4.89 -1.57  1.04
Cl 29.41 5.64 0.94  -0.75
Cl 31.44 3.91 -1.93  -0.75
Cl 26.69 5.86 -1.90  -0.76
C 30.91 7.51 -1.65  -0.24
O 29.92 6.77 -2.38  -0.72
H 30.50 8.48 -1.34  0.17
H 31.21 6.94 -0.79  0.24
H 31.77 7.75 -2.30  0.16
H 29.54 7.35 -3.03  0.49
C 27.85 1.86 -1.13  -0.24
O 28.22 3.11 -0.52  -0.72
H 28.27 1.85 -2.13  0.20
H 28.10 1.03 -0.47  0.17
H 26.75 1.82 -1.23  0.16
H 27.88 3.14 0.38  0.50
C 26.34 4.43 -4.97  -0.27
O 27.44 3.71 -5.60  -0.50
C 28.52 3.60 -4.87  1.01
O 28.65 3.94 -3.73  -0.66
O 29.46 3.03 -5.60  -0.49
C 30.68 2.81 -4.88  -0.27
H 26.70 5.20 -4.29  0.25
H 25.73 3.72 -4.42  0.19
H 25.80 4.90 -5.79  0.18
H 31.41 2.36 -5.56  0.18
H 30.52 2.18 -4.01  0.21
H 31.12 3.75 -4.56  0.22


C5H14ClFO8PSi2 | ωB97M-V with the def2-TZVPD basis set

Multiplicity: 1
E_tot: -2281.29927 a.u.
LUMO level: 0.0817 Eh
Gap between HOMO and LUMO: 8.21 eV
Net charge: -1

Each line ends with the natural charge from an NBO analysis.
CARTESIAN COORDINATES (ANGSTROEM)
C 1.69 0.98 1.29  -0.27
C 0.97 1.35 0.21  -0.77
Si -0.14 0.09 -0.52  1.88
O 0.52 -0.70 -1.81  -0.89
C 1.94 -0.86 -1.81  -0.07
C 2.43 -1.95 -0.85  -0.65
O -1.53 0.85 -1.13  -1.24
Si -2.82 -0.09 -1.42  2.01
O -3.52 0.27 -2.86  -1.09
F -2.41 -1.64 -1.49  -0.66
P -4.31 0.17 0.25  0.56
C -4.84 -1.53 0.69  -0.94
O -5.68 0.79 -0.47  -0.97
H 2.57 1.50 1.63  0.24
H 1.39 0.09 1.83  0.18
H 1.10 2.35 -0.17  0.23
H -0.60 -0.81 0.56  -0.25
H 2.19 -1.18 -2.82  0.17
H 2.47 0.07 -1.65  0.19
H 3.21 -1.57 -0.20  0.23
H 2.87 -2.77 -1.42  0.20
H 1.62 -2.36 -0.26  0.22
H -3.45 -0.46 -3.47  0.50
H -3.95 -2.13 0.82  0.24
H -5.47 -1.94 -0.10  0.23
H -5.42 -1.50 1.60  0.23
H -5.70 1.72 -0.25  0.49
O 6.31 2.58 3.33  -0.87
Cl 5.01 2.25 2.80  2.54
O 4.00 3.07 3.44  -0.88
O 4.71 0.86 3.05  -0.89
O 4.99 2.49 1.37  -0.89


C5H14FN5 | ωB97M-V with the def2-TZVPD basis set

Multiplicity: 1
E_tot: -571.80532 a.u.
LUMO level: -0.2965 Eh
SMILES: C/N=C(/C(N)=[NH2+])[C@H](NF)[NH2+]C
Gap between HOMO and LUMO: 9.74 eV
Net charge: +2

Each line ends with the natural charge from an NBO analysis.
CARTESIAN COORDINATES (ANGSTROEM)
C 1.30 0.14 2.33  -0.48
N 0.57 -0.76 1.56  -0.27
C -0.09 -0.59 0.50  0.15
C -0.87 -1.82 0.04  0.51
N -1.52 -1.80 -1.05  -0.73
N -0.79 -2.84 0.78  -0.69
C -0.22 0.82 -0.20  0.00
N -1.63 1.23 -0.24  -0.26
F -2.47 0.42 0.41  -0.20
N 0.39 0.98 -1.58  -0.53
C 1.55 1.96 -1.59  -0.41
H 2.32 -0.29 2.51  0.29
H 0.91 0.07 3.40  0.30
H 1.47 1.21 1.83  0.18
H -2.01 -1.04 -1.49  0.45
H -1.97 -2.66 -1.37  0.44
H -0.35 -2.64 1.78  0.48
H -1.10 -3.83 0.58  0.47
H 0.27 1.62 0.46  0.25
H -1.83 2.27 0.06  0.41
H 0.73 0.02 -1.76  0.45
H -0.37 1.25 -2.33  0.48
H 1.30 2.93 -1.38  0.25
H 2.19 1.56 -0.83  0.22
H 2.20 1.80 -2.44  0.27


C5H14N | ωB97M-V with the def2-TZVPD basis set

Multiplicity: 1
E_tot: -253.38357 a.u.
LUMO level: -0.1305 Eh
Gap between HOMO and LUMO: 10.02 eV
Net charge: +1

Each line ends with the natural charge from an NBO analysis.
CARTESIAN COORDINATES (ANGSTROEM)
C -1.32 2.18 0.37  -0.42
N 0.12 1.75 0.12  -0.67
H -1.72 1.50 1.10  0.24
H -1.26 3.19 0.75  0.24
H -1.87 2.14 -0.57  0.24
H 0.13 1.03 -0.59  0.46
H 0.60 1.45 0.97  0.46
H 0.62 2.56 -0.25  0.44
C 1.12 -1.09 -1.34  -0.67
C 0.41 -1.12 -0.03  -0.01
C 1.00 -1.11 1.17  -0.44
C -1.10 -1.30 -0.15  -0.65
H 1.00 -2.01 -1.92  0.26
H 2.18 -0.94 -1.15  0.23
H 0.84 -0.27 -2.02  0.20
H 0.45 -1.31 2.08  0.22
H 2.08 -0.98 1.26  0.21
H -1.57 -1.50 0.81  0.23
H -1.34 -2.11 -0.85  0.25
H -1.58 -0.43 -0.60  0.19


C5H14N | ωB97M-V with the def2-TZVPD basis set

Multiplicity: 1
E_tot: -253.39798 a.u.
LUMO level: -0.1324 Eh
SMILES: CC(C)CC[NH3+]
Gap between HOMO and LUMO: 11.79 eV
Net charge: +1

Each line ends with the natural charge from an NBO analysis.
CARTESIAN COORDINATES (ANGSTROEM)
C -0.77 1.53 1.51  -0.60
C -0.02 0.55 0.60  -0.22
C 0.48 -0.64 1.47  -0.65
C -0.93 0.14 -0.58  -0.43
C -0.23 -0.49 -1.81  -0.23
N 1.21 -0.92 -1.53  -0.69
H -0.10 1.80 2.33  0.23
H -1.68 1.15 1.95  0.23
H -0.97 2.41 0.90  0.22
H 0.85 1.04 0.14  0.18
H 1.37 -0.38 2.03  0.24
H -0.38 -0.85 2.09  0.24
H 0.79 -1.60 1.02  0.19
H -1.70 -0.53 -0.19  0.23
H -1.46 1.03 -0.92  0.24
H -0.34 0.21 -2.63  0.25
H -0.72 -1.42 -2.05  0.23
H 1.39 -0.73 -0.54  0.46
H 1.29 -1.91 -1.74  0.45
H 1.90 -0.39 -2.05  0.45


C5H14N | ωB97M-V with the def2-TZVPD basis set

Multiplicity: 1
E_tot: -253.36366 a.u.
LUMO level: -0.2074 Eh
Gap between HOMO and LUMO: 8.73 eV
Net charge: +1

Each line ends with the natural charge from an NBO analysis.
CARTESIAN COORDINATES (ANGSTROEM)
C -0.29 2.63 0.26  -0.60
C 0.31 1.46 -0.55  -0.22
C 1.85 1.44 -0.48  -0.60
C -0.27 0.14 -0.10  -0.59
H -1.28 2.85 -0.15  0.21
H -0.42 2.34 1.31  0.20
H 0.30 3.53 0.18  0.23
H 0.07 1.65 -1.60  0.21
H 2.21 0.65 -1.14  0.20
H 2.18 1.18 0.53  0.20
H 2.23 2.41 -0.77  0.23
H -1.36 0.19 0.02  0.21
H -0.07 -0.67 -0.82  0.17
H 0.12 -0.16 0.88  0.20
C -0.79 -2.69 -0.26  0.17
N -0.83 -2.97 0.99  -0.59
H 0.05 -2.89 -0.91  0.25
H -1.70 -2.38 -0.76  0.24
H -1.73 -2.80 1.41  0.44
H -0.01 -3.13 1.57  0.46